(1)
The following is a DFT calculation (ωB97M-V/def2-TZVPD) of an isolated molecule of C3H6F3NP2 at a distorted geometry.

```
15
Properties=species:S:1:pos:R:3:forces:R:3
C 0.993 -1.375 -0.200 -1.423 0.428 -0.550
P 0.149 -0.091 0.853 -0.830 0.133 0.986
P 1.092 1.745 0.226 -1.677 1.008 -2.611
N -1.407 -0.036 0.225 -2.523 1.309 0.014
C -2.413 0.798 0.116 3.194 -3.096 -0.095
C -3.742 0.088 -0.122 1.287 1.780 -1.103
F -4.724 0.889 0.168 -1.928 1.665 1.113
F -3.915 -0.145 -1.434 0.360 -1.010 -0.561
F -3.872 -0.985 0.588 -0.040 -1.669 0.403
H 0.420 -2.291 0.051 0.766 0.296 -0.043
H 2.090 -1.450 -0.063 -0.861 0.028 0.005
H 0.681 -1.118 -1.228 0.723 -0.306 0.159
H 1.096 2.478 1.368 0.198 0.252 1.428
H 2.098 0.919 0.413 2.837 -0.782 0.563
H -2.360 1.887 0.061 -0.083 -0.036 0.292
```
Positions in Å, forces in eV/Å.

LUMO level ... 0.049 eV
Total energy ... -1154.91660 a.u.
Structure (SMILES) ... CP(#[PH2])/N=C/C(F)(F)F
Strongest force on any atom ... 4.4 eV/Å

---

(2)
The following is a DFT calculation (ωB97M-V/def2-TZVPD) of a cluster of 2 separate species, C3H6FI in total at a distorted geometry.

```
11
Properties=species:S:1:pos:R:3:forces:R:3
C 1.230 -0.096 -0.121 -2.258 -3.642 0.118
C -1.120 -0.552 0.058 -1.423 -0.005 -0.052
C -0.078 0.463 0.247 0.621 0.914 -2.427
F -0.295 1.790 -1.262 0.135 -2.357 2.447
I -0.151 1.801 1.796 -0.110 0.083 0.087
H 1.963 0.547 0.039 3.525 2.521 0.953
H 1.231 -1.023 0.568 0.718 1.317 -0.791
H 1.333 -0.497 -1.142 -0.624 0.329 0.292
H -1.086 -1.501 0.673 0.053 1.582 0.027
H -0.970 -0.927 -0.932 -0.066 -0.127 -0.892
H -2.057 -0.006 0.075 -0.570 -0.615 0.238
```
Positions in Å, forces in eV/Å.

LUMO level ... -0.402 eV
Total energy ... -515.36960 a.u.
Strongest force on any atom ... 4.4 eV/Å

---

(3)
The following is a DFT calculation (ωB97M-V/def2-TZVPD) of the ion C3H6FIN3 with charge +1 at a distorted geometry.

```
14
Properties=species:S:1:pos:R:3:forces:R:3
C -0.873 0.298 0.524 3.550 2.354 -0.341
C 0.332 0.137 -0.507 -4.534 -1.772 -2.335
N 1.513 0.029 0.161 1.832 -0.190 1.968
N 2.641 0.021 0.282 -1.350 -0.114 -1.611
N 3.756 0.286 0.420 1.825 1.004 0.815
C -0.046 -1.324 -1.291 3.017 1.598 2.226
F -0.385 -2.205 -0.344 -0.083 -0.595 0.243
I 1.667 -2.082 -2.387 -0.876 0.378 0.168
H -1.798 0.074 0.171 -2.649 -0.083 -2.048
H -0.843 1.327 0.942 -0.137 -0.851 -0.034
H -0.795 -0.462 1.229 0.806 -0.969 1.798
H 0.312 0.860 -1.368 0.525 -0.312 1.097
H 4.609 -0.264 0.341 -0.401 -0.533 -0.076
H -0.896 -1.005 -1.786 -1.526 0.083 -1.871
```
Positions in Å, forces in eV/Å.

LUMO level ... -5.108 eV
Total energy ... -679.30370 a.u.
Charge ... +1
Structure (SMILES) ... C[C@@H](N=[N+]=N)[C@H](F)I
Strongest force on any atom ... 5.4 eV/Å

---

(4)
The following is a DFT calculation (ωB97M-V/def2-TZVPD) of a cluster of 2 separate species, C3H6FN in total at a distorted geometry.

```
11
Properties=species:S:1:pos:R:3:forces:R:3
C -1.257 1.716 -1.191 1.748 2.491 0.094
C -0.907 0.496 -1.494 2.158 -0.833 -0.885
C 1.334 -0.525 1.931 0.761 1.609 0.936
N 1.535 -1.744 1.470 -1.231 2.551 0.780
F 0.016 -0.050 1.950 1.649 -2.220 -0.804
H -0.535 2.589 -1.296 -0.446 -1.519 0.031
H -2.113 2.133 -0.745 -1.627 -0.419 0.195
H 0.145 0.303 -1.806 -0.753 0.472 0.037
H -1.433 -0.428 -1.543 -1.077 -0.198 0.517
H 0.814 -2.293 1.173 -2.553 -1.971 -1.084
H 2.402 -2.196 1.550 1.370 0.037 0.182
```
Positions in Å, forces in eV/Å.

LUMO level ... 0.863 eV
Total energy ... -272.40513 a.u.
Strongest force on any atom ... 3.4 eV/Å